C51H121N3O11 | wB97M-V/def2-TZVPD

As for the HOMO energy: -7.67 eV. The energy above the lowest of the compared OMol25 structures with the same formula, charge and spin is 97.0 kcal per mole. The total charge is 0. The molar mass comes out at 952.54 g/mol.

XYZ file:
```
186
Properties=species:S:1:pos:R:3:mulliken_charge:R:1
C -0.83 0.26 7.57 -1.69
C -0.37 0.32 6.13 0.03
C -0.54 -0.99 5.36 0.23
O -1.24 1.31 5.47 -0.25
H -0.11 -0.36 8.11 0.46
H -1.80 -0.24 7.64 0.35
H -0.93 1.24 8.04 0.42
H 0.61 0.76 5.96 0.27
H 0.15 -1.73 5.78 0.79
H -0.24 -0.83 4.33 -0.56
H -1.53 -1.43 5.41 -0.69
H -1.97 1.49 6.07 0.22
C -1.43 -4.69 -2.53 -1.12
C -2.81 -4.17 -2.91 1.65
C -3.39 -4.82 -4.14 -1.68
O -3.73 -4.17 -1.84 -0.63
H -1.48 -5.69 -2.09 0.32
H -0.84 -4.07 -1.86 0.01
H -0.81 -4.78 -3.43 0.41
H -2.69 -3.10 -3.16 -0.42
H -3.57 -5.89 -3.96 0.38
H -2.78 -4.86 -5.04 0.36
H -4.36 -4.39 -4.40 0.40
H -3.51 -3.48 -1.21 0.04
C 5.43 3.14 1.33 -1.46
C 4.77 1.74 1.28 1.31
C 5.63 0.78 0.48 -1.38
O 4.54 1.14 2.54 -0.51
H 5.41 3.63 0.36 0.33
H 6.48 3.16 1.63 0.39
H 4.83 3.75 2.02 0.33
H 3.86 1.98 0.72 -0.31
H 5.76 1.07 -0.56 0.34
H 5.22 -0.23 0.41 0.27
H 6.58 0.74 1.02 0.42
H 5.35 1.13 3.06 0.32
C -4.03 -0.14 -2.22 -1.45
C -4.28 -0.62 -0.78 1.14
C -5.59 -1.39 -0.72 -1.33
O -3.25 -1.53 -0.40 0.61
H -3.26 0.63 -2.27 0.29
H -4.95 0.33 -2.57 0.48
H -3.73 -0.99 -2.83 0.15
H -4.34 0.24 -0.11 -0.03
H -6.29 -1.04 -1.49 0.40
H -6.09 -1.37 0.25 0.33
H -5.56 -2.46 -0.94 0.22
H -2.42 -1.03 -0.31 -0.08
C -3.06 2.69 2.00 -0.76
C -3.64 2.10 3.32 -0.09
C -3.22 0.68 3.61 -0.16
O -3.20 2.98 4.39 -0.62
H -3.80 3.01 1.27 0.27
H -2.51 1.88 1.51 -0.19
H -2.36 3.50 2.20 0.42
H -4.73 2.11 3.32 0.56
H -2.14 0.51 3.55 -0.28
H -3.67 0.00 2.88 0.43
H -3.56 0.42 4.60 0.25
H -2.24 2.99 4.27 0.25
C 1.07 4.48 5.77 -1.30
C 0.41 4.42 4.40 0.12
C 1.02 3.43 3.43 -0.09
O -0.97 3.95 4.54 -0.45
H 2.02 4.95 5.50 0.41
H 1.25 3.48 6.19 0.20
H 0.64 5.05 6.58 0.34
H 0.28 5.40 3.94 0.47
H 2.09 3.52 3.20 0.32
H 0.51 3.51 2.47 -0.07
H 0.95 2.43 3.87 -0.14
H -0.92 3.02 4.81 0.38
C 1.77 -0.54 -0.02 -1.53
C 0.37 -0.63 0.60 2.73
C 0.10 0.47 1.57 0.03
O -0.60 -0.65 -0.45 -0.67
H 2.00 -1.18 -0.87 0.55
H 2.51 -0.58 0.78 0.43
H 1.95 0.45 -0.46 -0.24
H 0.35 -1.61 1.09 -1.41
H -0.86 0.23 2.05 -1.36
H 0.00 1.48 1.18 0.05
H 0.71 0.50 2.47 0.64
H -0.40 -1.35 -1.08 0.11
C 1.23 -5.00 0.93 -1.11
C 1.90 -4.54 2.23 0.51
C 2.88 -3.39 1.96 -1.24
O 0.91 -3.96 3.08 -0.33
H 1.91 -4.97 0.07 0.40
H 0.46 -4.29 0.62 -0.01
H 0.82 -6.00 1.07 0.44
H 2.32 -5.43 2.71 0.37
H 3.03 -2.88 2.91 0.38
H 2.40 -2.73 1.24 -0.04
H 3.80 -3.76 1.51 0.49
H 0.13 -4.53 3.12 -0.17
C -0.67 -5.52 4.92 -2.33
C -2.21 -5.64 4.82 2.00
C -2.73 -4.86 6.06 -1.65
C -2.77 -3.33 5.90 -0.42
C -3.52 -2.91 4.66 -0.73
C -3.11 -3.60 3.37 2.23
N -2.72 -5.00 3.61 0.43
O -2.29 -5.66 2.44 -0.47
C -4.26 -3.64 2.37 -2.25
C -2.02 -2.75 2.64 0.13
C -2.64 -7.08 4.91 -1.90
H -0.19 -6.05 4.09 0.35
H -0.35 -6.06 5.82 0.55
H -0.20 -4.55 5.04 0.51
H -3.73 -5.26 6.28 0.37
H -2.09 -5.07 6.91 0.51
H -1.71 -3.06 5.97 0.02
H -3.28 -2.88 6.75 0.54
H -3.36 -1.83 4.63 -0.34
H -4.61 -2.95 4.80 0.56
H -3.96 -3.71 1.32 0.47
H -5.02 -4.38 2.63 0.32
H -4.82 -2.70 2.46 0.53
H -2.54 -1.88 2.24 -0.24
H -1.23 -2.28 3.23 -0.55
H -1.65 -3.33 1.80 0.46
H -2.20 -7.72 4.15 0.35
H -3.72 -7.20 4.80 0.45
H -2.52 -7.49 5.92 0.37
H -3.09 -5.72 1.89 0.40
C 2.65 -2.07 -8.56 -1.99
C 2.99 -1.20 -7.38 1.89
C 3.16 0.22 -7.87 -1.57
C 3.29 1.32 -6.81 -1.01
C 2.04 1.23 -5.93 -0.29
C 1.68 -0.16 -5.37 2.44
N 1.88 -1.20 -6.40 0.11
O 1.82 -2.47 -5.76 -0.54
C 2.55 -0.34 -4.12 -1.65
C 0.22 -0.11 -4.98 -1.87
C 4.33 -1.68 -6.74 -1.72
H 1.80 -1.68 -9.12 0.42
H 2.58 -3.14 -8.38 0.43
H 3.46 -2.08 -9.30 0.38
H 4.06 0.24 -8.50 0.51
H 2.36 0.54 -8.54 0.40
H 3.36 2.25 -7.38 0.43
H 4.23 1.30 -6.25 0.36
H 1.30 1.68 -6.59 0.62
H 2.12 1.95 -5.11 -0.98
H 2.41 0.53 -3.48 0.34
H 2.35 -1.27 -3.58 0.50
H 3.63 -0.47 -4.21 0.23
H -0.36 0.03 -5.89 0.55
H -0.14 -0.95 -4.37 0.37
H 0.04 0.69 -4.26 0.14
H 5.12 -1.54 -7.48 0.44
H 4.35 -2.70 -6.38 0.30
H 4.71 -0.97 -6.00 0.40
H 1.18 -2.94 -6.31 0.37
C 1.17 3.98 -1.18 -3.22
C 1.62 4.90 -2.33 3.63
C 1.52 4.06 -3.61 -1.32
C 1.38 4.88 -4.92 -0.73
C 0.25 5.90 -4.81 -1.45
C 0.51 6.81 -3.62 1.36
N 0.63 6.02 -2.39 0.01
O 0.86 6.89 -1.30 -0.52
C 1.68 7.80 -3.94 -1.64
C -0.74 7.71 -3.52 -1.78
C 3.03 5.43 -2.06 -1.83
H 1.82 3.11 -1.11 0.29
H 0.12 3.70 -1.33 0.62
H 1.01 4.48 -0.22 0.60
H 2.52 3.66 -3.81 0.31
H 0.89 3.19 -3.47 0.17
H 1.13 4.14 -5.69 0.29
H 2.34 5.31 -5.18 0.42
H -0.67 5.34 -4.68 0.39
H 0.19 6.52 -5.71 0.51
H 1.57 8.61 -3.23 0.42
H 2.67 7.33 -3.88 0.35
H 1.57 8.04 -5.00 0.40
H -0.80 8.21 -2.55 0.40
H -0.79 8.51 -4.26 0.38
H -1.63 7.12 -3.76 0.42
H 3.14 6.39 -1.57 0.31
H 3.55 5.59 -3.02 0.42
H 3.64 4.65 -1.60 0.35
H 0.06 6.86 -0.77 0.37
```